{"formula": "C48H120CrCsN8O8PS", "method": "ωB97M-V/def2-TZVPD", "orbital_gap_ha": [0.256, 0.263], "e_lumo_ev": [1.456, 1.456], "homo_ev": [-5.522, -5.695], "fmax_ha_per_bohr": 0.1053, "charge": -1, "s_squared": 3.773, "multiplicity": 4, "e_tot_ev": -129122.2274, "species": ["H", "Cr", "H", "H", "H", "H", "C", "H", "H", "C", "C", "H", "H", "H", "H", "C", "C", "H", "O", "H", "H", "H", "N", "H", "C", "H", "O", "H", "Cs", "H", "H", "H", "H", "H", "C", "H", "H", "C", "O", "H", "H", "H", "H", "C", "H", "H", "S", "C", "H", "C", "C", "H", "C", "C", "C", "H", "H", "H", "H", "H", "H", "C", "C", "H", "H", "C", "H", "H", "H", "N", "H", "H", "H", "H", "C", "C", "O", "N", "C", "H", "H", "N", "C", "P", "H", "H", "C", "C", "C", "H", "H", "C", "H", "H", "C", "H", "O", "C", "H", "H", "H", "H", "H", "H", "H", "H", "H", "H", "O", "H", "N", "H", "H", "N", "C", "C", "H", "H", "H", "H", "H", "H", "H", "H", "H", "H", "C", "H", "C", "C", "O", "H", "H", "H", "H", "H", "H", "C", "H", "C", "H", "H", "H", "C", "H", "H", "H", "H", "C", "N", "H", "H", "C", "C", "H", "H", "C", "C", "H", "H", "H", "H", "H", "H", "H", "H", "H", "O", "C", "H", "H", "N", "H", "H", "C", "H", "H", "H", "H", "H", "C", "C", "H", "C", "C", "H", "C", "H"], "coordinates": [[-1.3973, -3.3538, 0.7913], [-2.9453, -0.7779, 0.0939], [-0.9120, 0.1140, 8.0432], [-2.0844, -4.5188, 3.0704], [-1.2283, -3.2056, -1.3717], [2.6517, 4.9565, -1.4856], [2.0014, 6.2897, -3.7674], [2.5398, -0.9499, -6.7752], [-4.6525, 0.0748, 2.3409], [-4.6655, -0.8215, 2.9610], [4.3323, -3.1318, 3.0670], [0.7031, -4.8366, -6.3646], [-1.1591, -1.1168, 5.2862], [-1.9935, 8.1549, 1.2820], [1.3060, 0.9425, -2.6975], [-5.1448, 3.2488, 1.0177], [-1.7409, -6.7606, -3.0310], [-5.3256, 5.1432, 1.9833], [-3.6383, -1.8828, -1.3340], [-5.4986, -1.4657, 2.6798], [-2.5870, -1.1683, -3.8676], [1.9037, 0.7462, -5.1880], [3.7107, 2.2620, 1.4860], [5.2793, -5.2924, 0.0197], [-0.9166, -0.7249, 7.3473], [-2.5827, 0.5703, -4.1475], [-0.0086, 1.7060, -0.2430], [-2.9048, -5.0987, 0.6574], [-1.2056, 2.7016, -2.7312], [-1.2186, 4.5270, 2.8387], [-4.4073, 2.4630, 0.8542], [-5.9906, 2.8417, 1.5717], [2.8795, 2.2942, -1.1606], [-1.6718, -7.6959, -3.5865], [-4.5521, 4.4000, 1.7898], [-3.9116, -6.7005, -3.2525], [-4.8929, -0.4272, 3.9514], [2.0328, -2.5943, -0.2893], [-1.0781, -0.8355, -0.3455], [2.3608, -0.4264, -3.2026], [2.4008, 5.3635, 1.8748], [-3.3334, -0.5442, -5.2700], [4.1954, -5.2323, 2.7011], [5.2012, 1.0426, 3.1019], [5.2523, 0.0870, 2.5800], [6.0626, 1.6703, 2.8737], [-5.0708, -1.6135, -1.2441], [-0.8759, -4.0904, -1.9017], [3.6438, 2.4099, 3.6901], [-0.2314, -5.7417, -4.6446], [1.6469, -1.1819, -6.1947], [4.1212, 0.3453, 0.8084], [-0.1720, -4.6720, -5.7359], [0.8303, -0.5759, 3.6189], [-1.6367, -2.8477, 1.7266], [-4.2670, 3.9773, 2.7532], [1.6188, 3.6988, -5.7331], [-4.6201, -5.0617, 0.4645], [-2.7192, -4.1238, -2.9164], [2.1504, -2.4778, 1.8596], [1.6736, 2.9192, 1.8296], [-1.6269, 3.6618, 2.3164], [2.5481, 3.8170, -3.8237], [3.6195, 7.7229, -3.8278], [-5.0177, -3.0327, 1.2703], [3.8444, 1.7130, 2.8764], [-3.0526, 6.3377, 2.7458], [-1.5212, -3.3924, -3.8478], [-2.1114, 0.2290, 5.8360], [-1.4331, -5.5573, -3.8646], [4.6114, 2.1324, -1.1409], [-4.2738, -3.9614, 2.4814], [0.0419, -3.6993, -5.2930], [2.1203, -3.2088, -1.1853], [-2.0124, 7.0892, 1.0541], [0.7239, 3.1099, 5.8339], [-4.9011, -0.7988, -0.0389], [-3.4145, 5.0728, 1.0927], [3.4404, 1.1601, 0.5621], [-0.7853, 3.0229, 2.0488], [2.9735, 4.7481, -5.7737], [1.6824, 4.9025, -3.3658], [-3.3642, -1.6151, 2.9660], [-1.1062, 0.6570, -0.0122], [0.7195, 1.5799, 3.7137], [1.3619, 3.7456, -1.5859], [-1.1236, -0.2255, 5.9126], [3.5901, -4.3379, 2.5538], [-0.3537, 2.0479, 6.0425], [-0.9479, -6.8833, -2.2932], [0.1538, -3.8388, -2.1559], [3.5281, 6.6892, -3.4944], [-0.8798, -4.9687, -1.2563], [-2.1115, 7.0311, -0.0298], [4.5357, -6.0454, 0.2807], [4.9075, -6.5203, 1.1886], [-5.5758, -0.8425, -2.3557], [3.1929, -5.3786, 0.5019], [-3.6297, -3.9579, -0.4751], [0.9050, 3.3756, 4.7924], [-1.4447, 4.6672, 0.4219], [0.6003, -5.7519, -3.9401], [3.0585, 0.9738, 3.0313], [2.4551, 3.6101, 0.4230], [0.9061, 0.8477, -6.5041], [5.0597, -2.6972, 2.3813], [3.8080, 6.5723, -2.4475], [4.5994, -6.8011, -0.5022], [-1.9999, 0.4666, 1.2517], [-4.1136, 7.0090, 1.4967], [3.3342, -4.1021, 1.1747], [-1.2758, 2.4449, 5.6181], [2.8115, -5.2284, -0.5081], [-0.0497, 0.0490, -4.7840], [0.1221, 0.7199, 4.0164], [1.6570, 4.7523, -1.8819], [-0.3291, -4.1808, 2.8811], [2.5021, 0.6737, 0.8290], [-0.6126, -0.7582, -2.9632], [3.0177, 4.4876, 3.2495], [1.9566, -1.9291, -5.4640], [-0.3295, 5.5715, -1.5943], [1.0695, 6.6812, -1.0871], [1.1937, -3.8280, 1.3647], [-0.8373, 0.9465, 3.5515], [0.9956, -0.6217, 2.5425], [1.1198, 0.1690, -5.6784], [-5.5518, 3.5404, 0.0495], [-4.0388, -3.4024, 1.5756], [0.2628, -0.7572, -3.6126], [-5.8927, -2.7901, -1.0838], [2.7189, -4.6298, 3.1402], [-3.4477, -7.6352, -1.8869], [-1.0736, 6.5665, 1.2371], [4.1070, 4.8551, 1.9373], [-1.0915, -4.5448, -6.3073], [-3.3734, -2.3747, 3.7477], [3.6853, 1.5944, -0.9386], [-3.4331, -5.8524, -1.7997], [2.6304, 3.2712, 1.4440], [1.8981, 6.2732, -4.8524], [0.4028, -1.8064, -3.8727], [1.8290, -0.6922, 4.0398], [1.3993, -0.1407, -2.7759], [0.0026, -1.3105, 7.3613], [2.7939, -1.8147, -0.3213], [-1.7699, -1.3305, 7.6528], [4.2175, 6.0527, -4.0490], [2.6241, 3.8165, -5.3287], [-0.0094, 0.6781, 5.5012], [4.8705, -3.3207, 3.9959], [-1.3702, 0.0932, -6.3907], [3.0816, 4.5630, 2.1640], [-1.6696, -4.2445, -3.1844], [-1.3552, -3.2326, 3.9877], [-2.5944, -0.8779, 3.1942], [-1.2040, -0.4880, -5.4837], [0.6518, 5.6754, -1.1314], [1.6451, 2.6655, 6.2108], [3.2518, 3.0088, -5.7052], [-2.5003, 3.3106, 0.3871], [2.1480, 2.8483, -3.5244], [3.6301, -2.3562, 3.3727], [3.6822, 0.7809, -1.6640], [-0.2331, -6.6653, -5.2235], [1.3911, -0.4719, -1.7375], [-1.0970, -1.4749, -5.9341], [-2.3855, 0.7738, -0.9176], [-3.2113, 6.4227, 1.6707], [0.4686, 4.0053, 6.4005], [0.9349, -1.6828, -6.8507], [-3.0398, -2.3366, 1.6743], [0.6032, 5.3493, -0.0925], [5.4039, 0.7736, 4.1385], [-2.4628, -0.3996, -4.6303], [-0.5036, 2.0854, 7.1215], [3.5725, 3.8246, -3.4513], [-0.9075, -2.0423, 1.8145], [1.2676, 7.0297, -3.4480], [1.0797, -2.0720, -0.3732], [-2.2487, 4.1890, 0.9814], [-1.3177, -3.7452, 3.0265], [-2.3085, 3.1062, 2.9605], [-3.2051, -6.7174, -2.4226], [2.0960, -3.2705, 1.1134], [0.3627, -1.5255, 3.8792], [-3.7420, -4.4172, 0.5070], [2.5354, -6.0569, 1.0456]], "forces_ev_per_angstrom": [[-0.185, -0.244, 0.256], [-0.743, -0.640, -0.381], [0.436, -0.058, 0.084], [0.236, -0.381, 0.106], [-0.158, -0.062, 0.174], [0.267, -0.231, 0.228], [2.154, -1.300, -0.951], [0.078, -0.186, -0.247], [0.167, -0.335, -0.385], [-0.428, -0.251, 0.021], [-0.005, 0.669, 1.749], [-0.164, -0.216, -0.393], [0.168, 0.168, -0.282], [0.366, -0.081, 0.325], [0.061, 0.041, -0.308], [-0.201, -0.163, -0.394], [-1.035, 1.204, 0.278], [0.058, 0.192, -0.044], [4.223, -2.502, -2.286], [-0.120, 0.280, -0.151], [0.307, 0.088, 0.156], [0.168, -0.374, 0.498], [-0.486, 0.297, 1.013], [-0.033, 0.169, -0.053], [-0.372, 0.320, -0.476], [0.074, -0.070, -0.028], [-1.308, -1.779, 0.719], [0.295, 0.170, 0.378], [-0.148, -0.123, -0.053], [0.000, 0.022, 0.424], [-0.128, -0.153, -0.008], [0.087, -0.198, 0.140], [-0.038, -0.172, -0.440], [-0.039, 0.275, -0.689], [0.482, 0.223, -0.646], [0.058, 0.192, -0.162], [0.238, -0.276, 0.347], [-0.635, 0.545, 1.031], [4.212, -3.358, -0.285], [0.230, 0.312, 0.019], [0.036, 0.195, 0.004], [-0.091, 0.112, -0.092], [0.474, 0.044, -0.352], [0.171, -0.261, 0.346], [0.240, 0.161, -0.295], [-0.196, 0.125, -0.576], [-3.394, 0.131, -2.561], [0.625, 0.918, -0.297], [0.193, 0.663, -0.495], [-0.893, 0.992, -0.320], [0.433, 0.465, -0.543], [0.532, 0.132, -0.098], [1.244, 0.819, 0.713], [0.228, -0.200, -0.990], [0.503, -0.470, 2.255], [0.294, 0.267, 0.407], [-0.106, -0.239, -0.096], [-0.107, -0.040, -0.225], [-0.201, -0.479, -0.218], [0.220, -0.029, -0.069], [-0.178, -0.234, 0.127], [0.102, 0.734, -0.846], [0.200, 0.561, -1.364], [0.377, 0.013, 0.185], [0.238, 0.717, 0.035], [0.212, -0.332, -0.501], [-0.103, 0.157, 0.469], [0.393, -0.247, -0.212], [-0.155, 0.419, -0.218], [-1.873, -1.072, -0.012], [0.221, -0.007, 0.729], [0.631, 0.279, 0.717], [-0.133, 0.171, 0.092], [0.157, -0.376, 0.347], [-0.107, 0.231, -0.990], [0.371, -0.747, -0.182], [-1.859, 2.659, 3.926], [-1.041, -0.119, 0.362], [1.536, -0.213, -0.603], [-0.061, -0.158, 0.038], [0.335, 0.036, 0.231], [-0.772, -0.275, 2.313], [0.323, 0.705, -0.271], [-1.335, 1.262, -0.666], [0.406, -0.111, 0.225], [0.312, -0.290, -0.378], [0.767, -0.277, 0.391], [1.657, -0.355, 0.724], [0.526, 0.122, -0.581], [-0.054, 0.049, 0.736], [0.312, -0.259, 0.117], [-1.689, -0.084, -0.013], [-0.172, 0.047, -0.013], [-0.150, 0.052, -0.245], [1.048, -0.073, 0.492], [0.041, -0.087, 0.069], [0.394, 0.554, -0.340], [0.169, -0.112, -1.247], [-0.036, 0.026, 0.136], [-0.180, 0.085, -0.031], [-0.125, 0.219, 0.012], [0.899, 0.121, -0.368], [-0.190, -0.407, -0.040], [0.039, -0.569, -0.148], [-0.561, -0.300, -0.332], [-0.247, -0.307, -0.288], [-0.132, 0.330, 0.060], [-0.550, -0.019, -0.044], [0.959, 1.488, 3.380], [-0.039, -0.056, -0.019], [-1.606, -0.162, -0.157], [-0.455, -0.231, -0.327], [-0.526, 0.207, 0.148], [0.684, 0.232, -0.653], [0.302, -0.486, 1.237], [-0.990, 1.072, 0.193], [-0.091, -0.125, 0.151], [-0.852, 0.341, -0.806], [-0.182, -0.007, 0.004], [-0.031, -0.075, 0.084], [-0.129, 0.343, 0.381], [-0.059, 0.535, 0.097], [-0.587, 0.265, -0.297], [-0.133, -0.424, -0.211], [-0.296, -0.687, -0.354], [-0.212, 0.102, -0.257], [-0.210, -0.422, 0.485], [0.185, 0.151, -0.107], [-0.532, -0.858, -1.318], [-0.340, 0.803, 1.229], [0.326, -0.693, 0.938], [-0.661, 0.519, 0.174], [0.304, 0.006, 0.255], [0.023, 0.342, 0.549], [-0.037, -0.159, -0.311], [0.034, -0.475, 0.023], [-0.130, 0.040, 0.183], [-0.980, -0.032, 1.005], [0.277, -0.135, 0.053], [1.341, 0.921, 0.166], [-0.024, 0.248, -0.122], [0.453, -0.268, 0.001], [0.071, 0.581, 0.353], [-0.099, -0.749, -0.243], [-0.021, 0.120, 0.403], [0.224, -0.105, -0.083], [0.046, -0.277, -0.073], [-0.190, 0.050, -0.241], [-0.350, -0.075, -0.786], [-1.329, 1.442, 0.668], [0.111, -0.306, 0.129], [0.086, 0.587, 0.006], [-0.569, -0.308, 0.318], [-0.141, -1.144, 0.339], [0.134, 0.356, -0.263], [0.437, -0.334, -0.213], [-0.771, 0.701, -0.155], [1.274, -0.614, -0.434], [0.262, 0.306, 0.131], [-0.012, -0.036, 0.025], [-0.366, 0.004, -0.039], [-0.302, 0.127, 0.271], [-0.021, 0.289, -0.275], [-0.367, -0.180, 0.291], [-0.319, -0.506, 0.602], [-0.198, -0.218, -0.176], [0.324, -0.681, 0.542], [-1.296, 3.179, -2.730], [0.619, -1.386, -0.137], [0.088, 0.016, -0.045], [-0.034, 0.122, -0.068], [0.246, 0.926, 1.234], [-0.123, -0.190, -0.016], [-0.568, 0.027, 0.324], [-0.552, -0.497, -0.305], [-0.103, -0.869, 0.077], [0.231, 0.360, 0.540], [-0.573, 0.473, -0.351], [0.144, -0.322, 0.600], [-0.225, 0.005, -0.025], [0.165, -0.511, 0.872], [-0.870, 0.176, -1.746], [-0.005, 0.044, -0.160], [0.970, -0.100, -0.754], [0.986, 0.094, -2.063], [-0.600, 0.243, 0.095], [-0.083, -0.827, -0.667], [-0.425, -0.150, 0.050]]}